Entry 1:
{
  "formula": "C5H12N2O",
  "method": "wB97M-V/def2-TZVPD",
  "species": ["C", "H", "H", "H", "H", "H", "O", "N", "H", "H", "H", "H", "C", "C", "N", "H", "H", "H", "C", "C"],
  "xyz": [[1.10050, -1.17423, 0.49926], [-2.60120, 0.77664, -1.20597], [-2.78277, 0.11243, 0.42033], [2.14117, 0.57719, -0.28779], [-2.83638, 2.63837, 0.38965], [-1.17472, 2.64911, -0.23603], [-0.35061, -0.05403, -1.62489], [-0.20929, -0.56398, 0.62682], [3.17815, -0.54419, 0.61122], [2.16601, -2.38927, -0.71885], [0.58428, -2.73446, -0.64823], [-1.50555, 2.01427, 1.38059], [-1.89605, 2.07960, 0.35940], [2.17865, -0.09725, 0.57525], [1.24156, -1.95436, -0.72469], [0.41503, -0.66775, -1.64867], [1.23553, -1.85313, 1.34894], [2.05063, 0.51564, 1.47436], [-2.11931, 0.69767, -0.22543], [-0.81563, -0.02827, -0.36530]],
  "forces_ev_per_a": [[-0.08, 0.63, 0.55], [0.21, -0.07, 0.11], [0.17, 0.09, -0.04], [-0.09, -0.17, 0.05], [0.14, -0.02, 0.00], [-0.13, -0.05, 0.03], [-0.32, 0.44, -0.48], [-0.72, 0.30, 0.10], [-0.09, 0.01, -0.01], [-0.20, 0.20, -0.20], [0.12, 0.20, -0.24], [-0.06, -0.04, -0.18], [0.00, 0.43, 0.29], [0.25, 0.18, 0.02], [0.20, -0.82, -0.33], [0.13, -0.15, 0.00], [-0.17, 0.23, 0.17], [-0.05, -0.23, -0.14], [-0.22, -0.21, 0.00], [0.90, -0.95, 0.30]],
  "lowdin_charge": [-0.49, 0.11, 0.12, 0.08, 0.07, 0.08, 0.06, 0.12, 0.07, 0.09, 0.10, 0.08, -0.10, -0.05, 0.03, 0.06, 0.13, 0.08, -0.18, -0.44],
  "smiles": "CC/C(O)=N/[C@H](C)N",
  "gap_ev": 10.21,
  "de_lowest_kj_mol": 84.6,
  "homo_energy_ev": -9.307,
  "total_charge": 0,
  "spin_multiplicity": 1
}


Entry 2:
{
  "formula": "C5H12N2O",
  "method": "wB97M-V/def2-TZVPD",
  "species": ["C", "H", "H", "H", "C", "H", "O", "H", "H", "H", "H", "C", "N", "H", "N", "H", "H", "C", "C", "H"],
  "xyz": [[-0.95650, -0.58919, 2.14978], [-1.38266, -1.39137, -1.16324], [0.67128, 2.52441, 0.87269], [-1.29845, 1.26683, 1.11804], [0.66075, -0.45861, -0.59779], [1.08159, -0.69356, -2.56220], [0.88437, -1.74895, -0.23274], [0.94914, 0.89661, -2.02471], [-1.36873, 0.36482, -1.62880], [-1.95436, -0.72171, 2.55031], [1.91130, 2.00698, -0.06745], [-1.35121, -0.35773, -0.80385], [0.92363, 1.87859, 0.13197], [-2.33964, -0.27016, -0.35318], [1.23179, -0.05196, -1.79208], [1.20156, -2.27685, -0.98385], [-0.27080, -1.41414, 2.29951], [-0.71003, 0.35391, 1.17536], [0.68540, 0.50076, 0.58565], [1.43154, 0.18132, 1.32658]],
  "forces_ev_per_a": [[0.06, 1.05, -1.73], [0.08, 0.01, -0.49], [0.05, -0.06, -0.09], [-0.31, -0.37, -0.38], [-2.95, 0.65, 0.69], [-0.12, 0.15, 0.03], [0.55, -0.27, -0.15], [0.08, -0.21, 0.02], [0.01, -0.26, -0.25], [0.05, 0.20, 0.13], [-0.12, 0.05, 0.09], [0.86, -0.73, -2.44], [-0.06, -0.33, -0.10], [0.45, 0.31, 0.84], [0.17, 0.07, -0.02], [-0.21, 0.29, 0.28], [0.11, 0.11, 0.06], [1.26, -0.46, 3.42], [0.03, -0.07, 0.19], [0.02, -0.13, -0.11]],
  "lowdin_charge": [-0.01, 0.04, 0.08, 0.11, -0.49, 0.10, 0.04, 0.09, 0.03, 0.04, 0.08, -0.05, 0.05, 0.04, 0.12, 0.12, 0.05, -0.23, -0.35, 0.14],
  "gap_ev": 7.95,
  "de_lowest_kj_mol": 467.2,
  "homo_energy_ev": -7.252,
  "total_charge": 0,
  "spin_multiplicity": 1
}


Entry 3:
{
  "formula": "C5H12N2O",
  "method": "wB97M-V/def2-TZVPD",
  "species": ["H", "H", "C", "N", "H", "H", "C", "O", "H", "C", "C", "N", "H", "H", "H", "C", "H", "H", "H", "H"],
  "xyz": [[-3.63228, -0.74057, 0.14664], [-1.21283, -0.64030, 1.34787], [-1.33579, -0.02711, -0.82864], [-3.09280, -0.29176, 0.88958], [2.58238, -0.05582, 1.51893], [0.07940, 0.89785, -1.95252], [0.84345, 0.81721, 0.24631], [-2.10043, -0.04851, -1.86807], [1.97536, -0.32638, -1.24594], [1.82034, -0.23269, 0.77931], [2.46705, -0.85944, -0.49214], [0.05787, 0.41185, -0.99357], [3.54562, -0.87106, -0.56892], [-3.41029, 0.74704, 0.88638], [0.07484, 0.97043, 1.00034], [-1.72848, -0.35529, 0.45088], [2.13718, -1.86467, -0.62165], [-1.72919, 1.82917, 0.01714], [1.33000, 1.73254, 0.10758], [1.32861, -1.09248, 1.18049]],
  "forces_ev_per_a": [[-0.35, 0.21, 0.03], [1.50, -0.06, -0.46], [1.72, 2.37, -6.81], [-1.33, 1.26, -0.92], [0.02, 1.29, 0.25], [0.45, -0.82, 2.36], [-1.75, -1.13, 0.20], [2.21, -0.57, 3.34], [0.32, 0.43, -1.77], [0.54, -1.89, -2.09], [0.48, -0.03, 1.10], [-1.62, -0.42, -0.46], [0.23, 0.37, 0.08], [0.66, -2.84, 0.01], [0.14, 0.52, 0.08], [-3.04, 3.02, 4.03], [-0.17, -0.89, -0.03], [0.35, -2.01, 0.95], [0.71, 1.43, -0.57], [-1.07, -0.24, 0.69]],
  "lowdin_charge": [0.08, 0.11, -0.55, 0.00, 0.10, 0.17, -0.22, -0.05, 0.02, -0.21, -0.10, -0.02, 0.07, 0.12, 0.06, -0.05, 0.06, 0.24, 0.10, 0.08],
  "gap_ev": 6.49,
  "de_lowest_kj_mol": 737.1,
  "homo_energy_ev": -8.847,
  "total_charge": 0,
  "spin_multiplicity": 1
}


Entry 4:
{
  "formula": "C5H12N2O",
  "method": "wB97M-V/def2-TZVPD",
  "species": ["C", "H", "C", "C", "O", "C", "H", "N", "H", "H", "H", "N", "H", "H", "H", "H", "H", "H", "C", "H"],
  "xyz": [[1.28056, -1.14593, 1.03009], [2.01016, -1.24379, -1.69768], [-1.21181, 0.81010, 0.74020], [0.79987, -0.39040, -0.17229], [-1.20195, 0.65788, 1.96260], [0.74302, 1.01049, -0.09223], [0.52593, -0.50147, -2.31012], [-1.41344, -0.45577, -0.05461], [-1.63414, 2.16277, -0.76694], [1.24019, 1.51422, 0.72493], [-1.90676, -1.14075, 0.51322], [-1.90805, 1.91079, 0.17225], [-1.90870, -0.31116, -0.93003], [0.46024, -2.06456, -1.46222], [2.31427, -0.85900, 1.24360], [-1.82870, 2.70814, 0.79083], [1.25208, -2.22896, 0.90933], [0.70081, -0.90428, 1.92041], [0.94663, -1.08859, -1.49366], [0.73978, 1.56026, -1.02767]],
  "forces_ev_per_a": [[-0.31, -0.22, 0.28], [-0.02, 0.04, 0.10], [-2.91, -1.60, 0.55], [1.87, 2.21, -0.17], [0.91, 0.45, -1.05], [1.33, -1.54, -0.41], [0.02, -0.01, 0.01], [-0.19, 0.23, 0.40], [0.06, -0.07, 0.00], [-0.30, -0.02, 0.25], [-0.16, 0.38, 0.05], [0.77, -0.10, 0.15], [-0.02, 0.06, 0.14], [0.04, -0.02, -0.10], [-0.06, 0.01, -0.12], [-0.04, 0.03, -0.01], [-0.05, 0.00, -0.19], [-0.11, 0.20, -0.01], [-0.61, -0.04, 0.15], [-0.22, 0.02, -0.04]],
  "lowdin_charge": [-0.05, 0.09, -0.67, -0.40, 0.01, -0.06, 0.08, 0.09, 0.08, 0.09, 0.10, 0.12, 0.09, 0.08, 0.09, 0.10, 0.08, 0.08, -0.07, 0.07],
  "smiles": "C=C(C)C.NC(N)=O",
  "gap_ev": 8.86,
  "de_lowest_kj_mol": 292.4,
  "homo_energy_ev": -8.051,
  "total_charge": 0,
  "spin_multiplicity": 1
}